# 1
{"formula": "C15H37Li2NO5", "method": "ωB97M-V/def2-TZVPD", "elements": ["Li", "Li", "C", "C", "C", "O", "H", "H", "H", "H", "H", "H", "H", "C", "C", "C", "O", "H", "H", "H", "H", "H", "H", "H", "C", "O", "C", "C", "N", "C", "C", "O", "C", "H", "H", "H", "H", "H", "H", "H", "H", "H", "H", "H", "H", "H", "H", "H", "C", "C", "C", "O", "H", "H", "H", "H", "H", "H", "H", "H"], "positions_angstrom": [[-1.830, -2.442, 0.989], [-0.793, -0.303, -0.332], [-4.217, -0.087, 1.045], [-3.052, -0.004, 2.023], [-3.411, -0.686, 3.314], [-1.781, -0.418, 1.513], [-4.121, 0.522, 0.146], [-5.175, -0.002, 1.557], [-4.371, -1.096, 0.665], [-2.996, 1.074, 2.171], [-2.699, -0.238, 4.008], [-3.179, -1.751, 3.292], [-4.381, -0.451, 3.751], [1.146, -3.585, -1.892], [0.058, -2.468, -1.961], [-0.796, -2.725, -3.214], [-0.624, -2.308, -0.759], [1.738, -3.655, -2.805], [0.683, -4.560, -1.746], [1.861, -3.410, -1.088], [0.646, -1.581, -2.200], [-1.361, -3.657, -3.178], [-0.184, -2.727, -4.116], [-1.501, -1.898, -3.296], [-2.424, 0.597, -2.980], [-1.538, 0.781, -1.832], [-0.775, 1.987, -2.026], [0.080, 2.145, -0.754], [0.840, 0.959, -0.313], [2.021, 0.875, -1.210], [2.994, -0.193, -0.648], [4.336, 0.014, -1.005], [4.588, 0.117, -2.460], [-3.126, 1.414, -3.142], [-3.025, -0.296, -2.806], [-1.807, 0.415, -3.860], [-1.420, 2.864, -2.056], [-0.200, 1.884, -2.946], [-0.592, 2.469, 0.041], [0.752, 2.971, -0.986], [1.315, 1.193, 0.547], [2.486, 1.856, -1.304], [1.658, 0.532, -2.179], [2.789, -1.203, -1.004], [2.995, -0.182, 0.442], [4.092, -0.630, -3.079], [5.651, 0.040, -2.691], [4.242, 1.086, -2.820], [1.406, 0.121, 3.458], [0.781, 1.546, 3.675], [1.781, 2.590, 4.113], [0.099, 1.968, 2.492], [0.562, -0.552, 3.303], [1.854, -0.273, 4.370], [2.082, 0.105, 2.603], [-0.005, 1.477, 4.428], [1.521, 3.648, 4.092], [2.559, 2.519, 3.353], [2.219, 2.377, 5.089], [-0.451, 1.234, 2.207]], "atomic_forces_ev_per_a": [[0.1, 1.2, 0.3], [-0.3, 0.5, 0.8], [-0.2, -1.3, -0.5], [-0.1, 0.7, -1.4], [1.3, 0.7, 1.0], [-0.6, -1.4, -0.9], [-0.1, 0.4, 0.3], [0.0, 0.9, 0.0], [0.5, -0.7, -0.2], [0.2, 0.3, 0.6], [0.1, -0.4, 0.5], [-0.4, -0.2, 0.0], [-0.2, -0.2, -0.5], [-0.2, -0.7, 0.8], [1.6, 0.0, -0.6], [-1.2, 0.1, 0.4], [0.1, -0.5, -1.0], [-0.4, 0.4, -0.2], [0.0, 0.0, 0.1], [-0.2, 0.1, 0.1], [-0.2, 0.6, 0.3], [0.1, 0.0, 0.1], [0.3, 0.0, 0.3], [-0.1, -0.1, -0.1], [0.4, -0.7, 0.7], [-1.0, 0.4, -1.3], [0.5, -0.9, 1.4], [-0.5, 0.6, -0.2], [0.7, 0.5, -1.3], [-0.3, -1.7, 0.2], [0.5, 0.4, -0.7], [1.1, 0.4, -1.9], [-0.4, 0.4, 1.0], [0.3, 0.3, 0.2], [0.1, 0.0, 0.2], [-0.1, 0.2, -0.2], [-0.1, -0.1, -0.3], [0.1, 0.1, -0.1], [0.1, -0.1, 0.1], [0.1, 0.3, 0.3], [-0.8, 0.2, 0.9], [0.3, -0.1, 0.0], [0.2, 0.3, -0.3], [-0.9, -0.2, 0.1], [-0.1, 0.0, 0.0], [-0.3, -0.4, 0.4], [0.0, 0.0, 0.6], [0.0, 0.1, 0.1], [-1.1, 0.9, 0.7], [-0.6, -0.6, 0.5], [0.9, -0.1, -0.9], [0.8, 0.4, -0.3], [0.0, -0.1, -0.5], [0.5, 0.3, -0.1], [0.1, 0.0, 0.1], [0.0, -0.3, 0.4], [-0.8, -0.2, 0.1], [0.6, 0.1, 0.1], [-0.1, -0.2, -0.1], [-0.5, -0.5, -0.1]], "mulliken_spin": [-0.001, -0.005, -0.001, 0.000, 0.002, 0.025, 0.001, 0.000, 0.000, 0.000, 0.000, 0.000, 0.000, 0.110, -0.078, 0.114, 0.821, 0.007, -0.003, -0.002, 0.018, 0.000, 0.002, -0.012, 0.001, 0.003, 0.000, 0.000, 0.001, 0.000, 0.000, 0.000, 0.000, 0.000, -0.001, 0.000, 0.000, 0.000, 0.000, 0.000, 0.000, 0.000, 0.001, -0.001, 0.000, 0.000, 0.000, 0.000, 0.001, 0.000, 0.000, 0.001, 0.000, 0.000, 0.000, 0.000, 0.000, 0.000, 0.000, 0.000], "s2": 0.755, "homo_lumo_gap_ha": [0.3189, 0.1719], "lumo_energy_ha": [-0.115, -0.257], "charge": 1, "spin_multiplicity": 2}



# 2
{"formula": "C29H48BINO23P", "method": "ωB97M-V/def2-TZVPD", "elements": ["N", "C", "C", "C", "C", "P", "C", "C", "C", "I", "C", "B", "O", "O", "H", "H", "H", "H", "H", "H", "H", "H", "H", "H", "H", "H", "H", "H", "H", "H", "H", "H", "H", "H", "C", "C", "O", "C", "O", "O", "H", "H", "H", "H", "C", "C", "O", "C", "O", "O", "H", "H", "H", "H", "C", "C", "O", "C", "O", "O", "H", "H", "H", "H", "C", "C", "O", "C", "O", "O", "H", "H", "H", "H", "C", "C", "O", "C", "O", "O", "H", "H", "H", "H", "C", "C", "O", "C", "O", "O", "H", "H", "H", "H", "C", "C", "O", "C", "O", "O", "H", "H", "H", "H"], "positions_angstrom": [[4.059, -2.993, -0.861], [3.631, -2.395, -2.153], [2.187, -1.786, -1.983], [1.922, -0.683, -3.046], [0.625, 0.139, -2.801], [0.304, 0.564, -1.007], [-1.451, -0.052, -0.703], [-2.487, 0.392, -1.789], [-3.634, -0.662, -1.975], [-4.438, -1.258, -0.040], [0.253, 2.419, -0.728], [1.478, 3.227, -1.356], [1.917, 4.370, -0.639], [2.128, 2.897, -2.564], [4.607, -2.298, -0.373], [3.241, -3.165, -0.291], [3.566, -3.144, -2.952], [4.356, -1.593, -2.371], [1.441, -2.583, -2.128], [2.147, -1.410, -0.950], [1.774, -1.215, -4.006], [2.811, -0.048, -3.210], [0.595, 1.061, -3.411], [-0.219, -0.476, -3.174], [-1.416, -1.147, -0.590], [-1.779, 0.382, 0.257], [-2.929, 1.348, -1.453], [-2.046, 0.578, -2.780], [-3.232, -1.524, -2.529], [-4.455, -0.203, -2.541], [0.312, 2.582, 0.365], [-0.737, 2.836, -1.025], [2.873, 4.340, -0.601], [2.999, 2.542, -2.398], [-2.576, -6.132, 0.499], [-2.757, -5.092, 1.568], [-1.649, -4.216, 1.355], [-1.269, -4.356, 0.060], [-0.484, -3.651, -0.491], [-1.898, -5.401, -0.528], [-3.521, -6.529, 0.134], [-1.942, -6.962, 0.830], [-3.683, -4.522, 1.447], [-2.731, -5.517, 2.570], [4.845, 6.341, 3.189], [4.840, 6.798, 1.755], [4.999, 5.571, 1.036], [4.559, 4.569, 1.840], [4.401, 3.447, 1.483], [4.325, 5.013, 3.094], [4.219, 6.958, 3.830], [5.851, 6.296, 3.612], [3.894, 7.258, 1.462], [5.652, 7.488, 1.529], [-2.961, 4.282, 0.947], [-2.816, 3.018, 1.751], [-3.136, 3.449, 3.074], [-3.906, 4.555, 2.967], [-4.478, 5.065, 3.876], [-3.942, 5.008, 1.691], [-3.301, 4.098, -0.070], [-2.038, 4.866, 0.913], [-3.527, 2.244, 1.448], [-1.808, 2.609, 1.708], [8.234, 3.678, 0.206], [7.528, 4.579, -0.771], [8.565, 5.472, -1.181], [9.751, 4.845, -0.976], [10.796, 5.246, -1.362], [9.580, 3.699, -0.270], [7.838, 2.665, 0.208], [8.213, 4.069, 1.227], [7.161, 4.038, -1.647], [6.703, 5.123, -0.319], [0.555, -6.523, -4.674], [0.333, -5.440, -3.651], [1.406, -4.538, -3.917], [1.792, -4.723, -5.203], [2.546, -4.017, -5.784], [1.201, -5.821, -5.737], [-0.373, -6.976, -5.017], [1.223, -7.309, -4.313], [-0.615, -4.914, -3.795], [0.380, -5.808, -2.628], [-6.929, 6.251, 4.903], [-7.525, 7.174, 3.875], [-8.827, 7.433, 4.405], [-8.774, 7.224, 5.745], [-9.641, 7.511, 6.502], [-7.603, 6.646, 6.102], [-5.858, 6.371, 5.002], [-7.150, 5.201, 4.701], [-6.981, 8.118, 3.795], [-7.591, 6.719, 2.889], [-3.808, -10.253, 0.622], [-2.913, -11.336, 1.160], [-1.689, -10.640, 1.397], [-1.984, -9.330, 1.561], [-1.209, -8.511, 1.940], [-3.278, -9.078, 1.242], [-4.852, -10.395, 0.892], [-3.732, -10.145, -0.462], [-3.274, -11.748, 2.106], [-2.766, -12.150, 0.453]], "atomic_forces_ev_per_a": [[0.2, -0.1, -0.6], [-1.3, 0.3, 0.9], [1.1, 0.3, -0.8], [-0.3, -0.4, 0.0], [-0.5, 0.3, -0.4], [0.5, -0.6, 0.9], [0.1, 1.1, -1.0], [-0.6, -0.6, 0.8], [0.8, 1.1, -0.2], [0.0, 0.0, -0.7], [-0.8, 0.1, -0.6], [0.2, 1.0, 0.1], [-0.6, -1.6, -0.3], [-0.8, -0.1, 1.2], [0.0, -0.1, 0.2], [0.0, -0.1, 0.0], [0.5, 0.2, 0.2], [-0.3, -0.4, -0.4], [0.2, 0.2, 0.3], [-0.3, 0.1, -0.5], [0.2, 0.3, 0.3], [-0.4, -0.1, 0.4], [0.2, -0.4, 0.2], [0.3, 0.2, 0.4], [0.2, 0.4, -0.1], [0.3, -0.4, -0.2], [0.1, -0.3, -0.2], [0.0, -0.2, 0.3], [-0.4, 0.0, 0.5], [0.1, -0.4, 0.3], [0.0, -0.2, -0.4], [0.5, 0.0, -0.1], [0.5, 0.5, -0.2], [0.5, -0.1, -0.2], [-0.1, -0.6, 0.0], [-0.4, 0.0, 0.5], [0.0, -0.2, -0.5], [0.0, 0.1, 0.1], [0.0, 0.1, -0.1], [0.1, 0.2, 0.1], [0.1, 0.1, -0.2], [-0.1, 0.5, -0.1], [0.1, 0.0, 0.0], [0.2, 0.1, 0.0], [0.1, 0.3, 0.4], [0.0, 0.6, -0.2], [-0.1, 0.0, 0.2], [-0.2, -0.3, 0.2], [0.0, 0.0, -0.2], [0.1, 0.0, -0.3], [-0.1, -0.2, 0.0], [0.0, 0.0, 0.0], [0.0, -0.1, 0.0], [0.0, -0.2, -0.1], [0.2, 0.1, -0.4], [0.2, -0.5, -0.2], [-0.1, 0.2, -0.1], [0.0, 0.0, 0.1], [0.0, 0.0, 0.0], [0.0, -0.1, 0.2], [-0.2, 0.1, 0.1], [0.0, 0.0, 0.0], [0.0, 0.0, 0.0], [0.0, 0.0, 0.2], [-0.1, -0.3, 0.3], [-0.5, 0.1, -0.1], [0.1, -0.2, 0.1], [0.2, 0.1, -0.1], [0.1, 0.1, 0.0], [-0.1, 0.1, -0.1], [0.2, 0.0, 0.0], [0.0, 0.0, 0.0], [0.1, 0.0, 0.0], [0.2, 0.1, -0.1], [-0.1, -0.4, 0.0], [-0.3, 0.0, 0.5], [0.0, -0.1, -0.2], [0.1, 0.1, -0.1], [0.1, 0.1, -0.1], [0.0, 0.1, 0.1], [0.1, 0.1, -0.2], [0.0, 0.1, 0.0], [0.0, 0.0, 0.0], [0.1, 0.2, 0.0], [0.3, -0.2, 0.1], [0.1, 0.1, -0.4], [0.1, -0.1, 0.1], [-0.1, 0.0, 0.2], [-0.1, 0.0, 0.1], [-0.2, 0.1, -0.2], [-0.1, 0.0, 0.2], [0.0, 0.0, 0.0], [0.0, 0.0, 0.0], [-0.2, 0.0, 0.0], [-0.4, -0.1, -0.3], [-0.1, -0.5, 0.0], [-0.2, 0.2, 0.0], [0.3, -0.1, 0.2], [-0.1, -0.1, 0.0], [0.1, -0.1, 0.1], [0.0, 0.2, 0.1], [0.0, 0.0, 0.0], [0.0, 0.1, 0.0], [0.2, 0.1, 0.0]], "mulliken_charge": [-0.691, -0.569, 0.075, -0.844, -0.668, -0.346, -0.120, -0.394, -1.089, -0.064, -0.225, 0.492, -0.508, -0.545, 0.292, 0.285, 0.101, 0.425, -0.189, 0.595, 0.212, 0.343, 0.519, 0.481, -0.209, 0.412, 0.094, 0.440, 0.417, 0.554, 0.109, 0.144, 0.223, 0.284, 0.107, -0.424, -0.327, 0.533, -0.515, -0.300, 0.322, 0.056, 0.159, 0.323, -0.389, -0.303, -0.345, 0.707, -0.532, -0.336, 0.316, 0.283, 0.260, 0.317, -0.237, 0.087, -0.355, 0.482, -0.492, -0.354, 0.304, 0.268, 0.100, 0.172, -0.309, 0.197, -0.349, 0.631, -0.509, -0.348, 0.316, 0.263, 0.213, -0.071, -0.368, -0.145, -0.130, 0.510, -0.506, -0.361, 0.313, 0.263, 0.213, 0.203, -0.177, -0.263, -0.336, 0.601, -0.525, -0.332, 0.293, 0.231, 0.274, 0.259, -0.321, -0.340, -0.319, 0.699, -0.550, -0.280, 0.290, 0.280, 0.266, 0.301], "homo_lumo_gap_ha": 0.2850, "lumo_energy_ha": -0.001, "smiles": "NCCCCP(CCCI)CB(O)O.O=C1OCCO1.O=C1OCCO1.O=C1OCCO1.O=C1OCCO1.O=C1OCCO1.O=C1OCCO1.O=C1OCCO1"}



# 3
{"formula": "C7H11N2", "method": "ωB97M-V/def2-TZVPD", "elements": ["C", "C", "C", "C", "C", "C", "C", "N", "N", "H", "H", "H", "H", "H", "H", "H", "H", "H", "H", "H"], "positions_angstrom": [[-0.700, 2.065, -0.349], [0.392, 1.494, -0.352], [-1.834, -0.708, 0.017], [0.349, -1.888, -0.472], [1.082, -0.685, -0.995], [-2.601, 0.258, 0.478], [1.864, 0.348, 1.120], [-1.087, -1.616, -0.190], [1.115, 0.429, -0.123], [-1.134, 3.046, -0.710], [0.216, -2.644, -1.191], [0.899, -2.289, 0.434], [2.041, -0.971, -1.211], [0.741, -0.324, -1.978], [-2.538, 0.307, 1.522], [-3.362, 0.742, -0.122], [-1.630, 1.194, 0.147], [1.260, 0.073, 1.982], [2.728, -0.267, 0.791], [2.199, 1.436, 1.200]], "atomic_forces_ev_per_a": [[-2.1, 3.5, -0.9], [0.5, -2.8, 0.6], [2.1, -3.5, -0.6], [-1.2, 0.3, 1.6], [-1.7, 0.8, -1.7], [-0.6, 1.5, -1.1], [1.6, 2.2, -1.2], [-0.1, 1.4, 0.6], [-1.1, 1.6, 0.1], [0.8, -1.5, 0.5], [0.9, -1.1, -1.0], [-1.2, 0.3, -0.8], [2.7, -1.0, -0.3], [-0.5, -0.3, 0.4], [-0.6, 0.3, 1.5], [-0.3, -0.3, 0.3], [0.6, 0.6, -0.1], [0.2, -0.4, -0.1], [-0.3, 0.2, 1.4], [0.0, -1.7, 0.8]], "mulliken_charge": [-0.760, 0.230, 0.565, -0.373, -0.779, -0.480, -0.908, -0.292, 0.030, 0.356, 0.388, 0.315, 0.452, 0.394, 0.329, 0.414, 0.074, 0.283, 0.358, 0.406], "homo_lumo_gap_ha": 0.3347, "lumo_energy_ha": -0.144, "charge": 1}



Number 1: DFT total energy -1039.492276 hartree. Number 2: DFT total energy -3583.136551 hartree. Number 3: DFT total energy -382.405406 hartree.